# 1
58
Properties=species:S:1:pos:R:3:mulliken_charge:R:1 method="wB97M-V/def2-TZVPD" total_charge=-2 homo_lumo_gap_ev=4.33 e_homo_ev=-0.392 max_force_ev_per_a=4.9 relative_energy_kj_mol=0.0
O 1.0916 -0.8264 1.2956 -0.589
V 0.6183 -1.1235 -0.1647 0.860
O 0.1175 0.2364 -0.8064 -0.436
P 2.2593 -1.8315 -2.1937 0.910
O 2.9865 -3.1594 -2.4777 -0.870
O 0.7800 -2.3531 -1.8171 -0.646
O 2.2349 -0.9207 -3.3944 -0.866
O 2.5950 -1.0813 -0.8646 -0.767
C -2.9242 2.6166 -1.8418 -0.156
C -2.8285 1.2547 -2.4308 0.184
O -4.0732 0.5267 -2.3100 -0.612
O -3.7008 3.5325 -2.6483 -0.581
H -1.9040 2.9960 -1.8301 -0.059
H -3.3663 2.5408 -0.8485 0.327
H -2.1303 0.5999 -1.9009 -0.079
H -2.4566 1.2365 -3.4616 0.309
H -4.0530 -0.2997 -2.7906 0.308
H -4.5760 3.5185 -2.2532 0.326
C -0.4867 4.6157 0.2926 -0.685
C 0.4635 3.4504 -0.0483 0.021
O 1.2703 3.2160 1.0864 -0.563
O -1.5477 4.1470 1.0946 -0.528
H -0.9015 4.9951 -0.6431 0.372
H 0.1348 5.4025 0.7363 0.336
H 0.9753 3.6006 -1.0045 0.369
H -0.1959 2.5887 -0.2030 0.078
H 1.9728 2.5981 0.7894 0.331
H -1.1779 3.5987 1.7956 0.336
C 4.2237 1.8706 -0.7501 -0.231
C 4.6277 3.2944 -0.4601 -0.508
O 5.3924 3.4801 0.7341 -0.569
O 3.1466 1.3747 0.0262 -0.440
H 5.0562 1.1684 -0.6087 0.293
H 3.9754 1.8576 -1.8216 0.367
H 3.6723 3.8370 -0.5021 0.177
H 5.3029 3.6339 -1.2478 0.359
H 4.7673 3.6393 1.4499 0.313
H 2.9666 0.4855 -0.3912 0.395
C -3.1252 -2.2922 2.1550 -0.382
C -2.5625 -1.2152 1.2219 -0.393
O -1.5172 -1.6603 0.3891 0.147
O -3.8192 -3.3357 1.4514 -0.543
H -3.8856 -1.8926 2.8237 0.362
H -2.2976 -2.7783 2.6835 0.140
H -2.2746 -0.3336 1.7933 0.383
H -3.3993 -0.8209 0.6304 0.193
H -1.8850 -2.4006 -0.1079 0.067
H -3.3214 -3.5902 0.6685 0.321
C -0.0267 -5.5085 2.4048 -0.489
C 1.0152 -4.4184 2.1600 -0.428
O 0.6640 -3.5605 1.0818 -0.234
O -0.0689 -6.4694 1.3572 -0.547
H -1.0460 -5.1007 2.4880 0.160
H 0.1812 -6.0257 3.3435 0.347
H 1.9413 -4.9266 1.8582 0.283
H 1.2568 -3.8298 3.0443 0.366
H 0.1818 -4.0944 0.4442 0.124
H -0.3195 -6.0636 0.5234 0.338



# 2
56
Properties=species:S:1:pos:R:3:nbo_charge:R:1 method="wB97M-V/def2-TZVPD" homo_lumo_gap_ev=4.60 e_homo_ev=-8.206 max_force_ev_per_a=4.3 relative_energy_kj_mol=138.1
Tl 12.7662 1.3905 -6.3083 0.830
P 11.7458 -0.7920 -8.3545 2.378
O 13.2952 -0.5184 -8.3890 -0.910
O 11.0633 0.5940 -8.4833 -0.761
O 11.3223 -0.9479 -6.8831 -0.774
O 11.2517 -1.9722 -9.3050 -0.890
C 14.9855 0.6023 -1.9059 -0.798
S 16.0857 0.9567 -3.4055 1.205
O 15.0563 1.0001 -4.5194 -0.979
C 16.2155 2.8103 -3.1222 -0.777
H 15.4485 0.6869 -0.9228 0.221
H 14.8055 -0.4657 -2.0283 0.230
H 14.0441 1.1515 -1.9210 0.240
H 16.9032 2.9714 -2.2920 0.209
H 15.2092 3.1642 -2.8984 0.239
H 16.5436 3.2815 -4.0487 0.232
C 9.1703 -0.5489 -4.9046 -0.803
S 9.3558 1.0197 -3.9653 1.207
O 10.6978 1.6211 -4.4198 -0.989
C 9.7338 0.3121 -2.3388 -0.806
H 8.1883 -0.9634 -4.6764 0.219
H 9.8716 -1.2837 -4.5092 0.232
H 9.2690 -0.4355 -5.9841 0.273
H 8.7958 -0.0959 -1.9624 0.222
H 10.1063 1.0745 -1.6545 0.246
H 10.4342 -0.5113 -2.4786 0.231
C 15.5822 6.2659 -5.4695 -0.825
S 15.4357 4.8911 -6.7037 1.216
O 14.6413 3.6982 -6.1900 -0.932
C 17.2028 4.4334 -6.8366 -0.830
H 16.3695 6.9911 -5.6754 0.232
H 15.8240 5.8286 -4.5008 0.223
H 14.6994 6.8972 -5.3677 0.247
H 17.7050 4.1735 -5.9047 0.224
H 17.8052 5.2590 -7.2157 0.231
H 17.3041 3.6545 -7.5923 0.243
C 8.4534 2.8586 -7.1722 -0.826
S 9.6851 4.2293 -7.1919 1.213
O 10.8839 3.6530 -6.3844 -0.955
C 10.1810 3.9748 -8.9088 -0.830
H 7.6274 2.9324 -7.8796 0.226
H 7.9588 2.8837 -6.2012 0.225
H 8.8503 1.8620 -7.3652 0.248
H 10.7560 3.0593 -9.0478 0.263
H 10.8858 4.7854 -9.0941 0.232
H 9.4055 4.1757 -9.6479 0.224
C 13.2571 1.9314 -10.6226 -0.835
S 13.6253 3.5650 -9.8640 1.242
O 13.1779 3.4035 -8.4443 -0.988
C 15.4232 3.2942 -9.7401 -0.825
H 13.7472 1.0769 -10.1560 0.267
H 13.5522 1.8919 -11.6711 0.221
H 12.1943 1.7131 -10.5182 0.248
H 15.9571 4.2064 -9.4735 0.223
H 15.7952 3.0047 -10.7228 0.225
H 15.6111 2.4705 -9.0515 0.248



# 3
68
Properties=species:S:1:pos:R:3:nbo_charge:R:1 method="wB97M-V/def2-TZVPD" total_charge=-2 homo_lumo_gap_ev=4.24 e_homo_ev=-0.488 max_force_ev_per_a=3.0 relative_energy_kj_mol=82.9
Ca 0.3061 -0.7549 0.5759 1.785
S -2.1871 -2.2200 1.8398 2.566
O -2.1024 -2.4213 3.3066 -1.075
O -1.1780 -3.1600 1.2476 -1.114
O -3.5697 -2.4663 1.3537 -1.103
O -1.7354 -0.8447 1.4121 -1.195
S 2.2504 -2.0473 2.2351 2.569
O 2.3651 -3.3857 2.8373 -1.046
O 3.3998 -1.2127 2.6599 -1.093
O 2.1658 -2.0068 0.7212 -1.194
O 0.8955 -1.5541 2.6007 -1.112
C 2.9150 1.0447 -1.7144 -0.229
O 2.2863 0.3037 -0.7066 -0.752
H 2.1740 1.3404 -2.4507 0.178
H 3.3696 1.9614 -1.2969 0.142
H 3.7700 0.4886 -2.1190 0.150
H 2.9120 -0.0766 -0.0731 0.517
C -0.9483 3.9449 -2.7305 -0.245
O -0.6801 3.0400 -1.6919 -0.808
P -1.7121 1.9407 -1.1956 2.620
O -1.1114 0.7295 -0.7184 -1.113
O -2.6838 1.7267 -2.4307 -0.842
C -2.9189 0.3859 -2.8784 -0.261
O -2.5470 2.6948 -0.1129 -0.849
C -3.2210 1.8795 0.9023 -0.276
H -1.3196 4.9244 -2.4019 0.168
H -1.6887 3.5867 -3.4460 0.194
H -0.0200 4.1468 -3.2694 0.178
H -2.5348 0.2777 -3.8931 0.168
H -3.9884 0.1786 -2.8495 0.181
H -2.4388 -0.3584 -2.2411 0.246
H -4.2917 2.0685 0.8060 0.160
H -2.8199 2.2122 1.8512 0.202
H -3.0610 0.8060 0.7647 0.282
C -1.7607 -3.5417 -3.1037 -0.269
O -0.3535 -3.4334 -3.4087 -0.833
P 0.5744 -3.0828 -2.1640 2.627
O 0.2653 -1.8044 -1.5508 -1.139
O 1.9953 -3.2476 -2.8093 -0.837
C 3.0976 -2.7229 -2.0123 -0.283
O 0.3764 -4.2976 -1.1889 -0.784
C 0.5528 -5.6332 -1.6577 -0.250
H -2.2529 -2.6600 -3.5085 0.176
H -1.9220 -3.5139 -2.0198 0.241
H -2.1148 -4.4889 -3.4979 0.175
H 3.3506 -1.7399 -2.4075 0.168
H 3.9537 -3.3609 -2.2440 0.164
H 2.8794 -2.7020 -0.9409 0.286
H 1.2483 -6.1161 -0.9710 0.198
H 0.9613 -5.6718 -2.6668 0.173
H -0.4133 -6.1297 -1.5737 0.185
C -0.9390 3.9005 3.7278 -0.244
O -0.6794 2.7424 2.9704 -0.818
P 0.7930 2.2316 2.6301 2.635
O 0.7883 1.2188 1.5903 -1.132
O 1.5616 3.5647 2.2358 -0.828
C 1.2040 4.2359 1.0142 -0.255
O 1.4904 1.9228 3.9784 -0.834
C 1.2568 0.5996 4.5687 -0.299
H -1.8396 4.3613 3.3269 0.181
H -0.0994 4.6022 3.7084 0.178
H -1.0863 3.6856 4.7903 0.180
H 1.0827 5.2765 1.3019 0.172
H 0.2963 3.7951 0.5914 0.208
H 2.0005 4.0772 0.2895 0.188
H 0.6755 -0.0631 3.9182 0.287
H 0.7850 0.7242 5.5412 0.159
H 2.2200 0.0985 4.6479 0.226